The following is a quantum chemistry calculation of a 2-piece molecular cluster, C4H11N3O2 overall in a non-equilibrium geometry, from OMol25.

## Properties
Energy relative to the best compared isomer or geometry (same formula, charge and spin) in kJ/mol: 146.8
Charge: 0
E_tot in eV: -12891.309
Kohn-Sham gap in hartree: 0.3501
LUMO in eV: 0.7
2S+1: 1
Structure (SMILES): CN=C(N)N.CC(=O)O

Each line ends with the Mulliken charge.
Geometry (Å):
1 O -0.0622 0.4068 1.7242  -0.464
2 O -0.8933 -1.5044 2.6116  -0.534
3 N 1.2513 1.8600 -1.5274  -0.436
4 N 1.5108 0.1774 -3.1523  -0.510
5 N 0.5109 -0.2438 -1.0006  -0.455
6 C 0.0134 -1.6405 -1.2572  -0.793
7 C 1.0014 0.5718 -1.8806  0.532
8 C -1.0390 -0.3345 2.3629  0.595
9 C -2.2716 0.5544 2.5537  -0.748
10 H -2.1824 1.3844 1.8202  0.279
11 H -2.2274 0.8955 3.6106  0.238
12 H -0.2503 -1.9326 -0.2639  0.233
13 H 0.9041 2.2162 -0.6054  0.194
14 H 1.7029 -0.8056 -3.2015  0.200
15 H 0.0777 0.3412 0.8077  0.423
16 H 2.2330 0.7896 -3.4994  0.220
17 H -0.9038 -1.7072 -1.9293  0.272
18 H -3.2093 -0.0829 2.2871  0.274
19 H 1.3121 2.6322 -2.1839  0.227
20 H 0.7925 -2.2123 -1.8020  0.253

***

The following is a quantum chemistry calculation of a 2-piece molecular cluster, C4H11N3O2 overall in a non-equilibrium geometry, from OMol25.

## Properties
Energy relative to the best compared isomer or geometry (same formula, charge and spin) in kJ/mol: 424.1
Charge: 0
E_tot in eV: -12888.435
Kohn-Sham gap in hartree: 0.3274
LUMO in eV: 0.8
2S+1: 1
Structure (SMILES): CC(=O)N(N)O.C=CN

Each line ends with the Mulliken charge.
Geometry (Å):
1 O -1.7752 -1.0959 -0.8318  -0.550
2 O -0.5110 1.7794 0.8027  -0.616
3 N -0.5076 0.6285 -1.7334  -0.823
4 N -0.9394 0.0009 -0.5729  0.630
5 N 1.7923 0.4406 0.9160  -0.422
6 C 2.1898 -0.7862 -1.1686  -1.158
7 C -1.8756 -0.0208 1.6939  -1.208
8 C 1.6041 -0.6703 0.0334  0.220
9 C -0.9580 0.6459 0.7035  0.660
10 H 1.3319 0.5197 1.8112  0.252
11 H 2.6895 0.0431 -1.6459  0.368
12 H 2.2054 -1.7306 -1.6830  0.275
13 H -0.5232 1.6352 -1.5789  0.283
14 H -1.6262 -1.0755 1.7910  0.333
15 H 2.2089 1.2461 0.4667  0.183
16 H 1.2008 -1.5408 0.5354  0.233
17 H -2.9030 0.0377 1.3414  0.304
18 H -1.7779 0.4690 2.6596  0.347
19 H -2.2884 -0.8585 -1.6200  0.376
20 H 0.4629 0.3327 -1.9203  0.311

***

The following is a quantum chemistry calculation of a 2-piece molecular cluster, C4H11N3O2 overall in a non-equilibrium geometry, from OMol25.

## Properties
Energy relative to the best compared isomer or geometry (same formula, charge and spin) in kJ/mol: 152.0
Charge: 0
E_tot in eV: -12891.254
Kohn-Sham gap in hartree: 0.3423
LUMO in eV: 0.5
2S+1: 1
Structure (SMILES): CN=C(N)N.CC(=O)O

Each line ends with the Mulliken charge.
Geometry (Å):
1 O 0.9119 1.2489 -1.9107  -0.450
2 O -0.7547 1.4984 -3.3772  -0.536
3 N 0.0105 -2.4659 1.1646  -0.498
4 N 2.0860 -1.6407 1.7997  -0.436
5 N 0.3856 -0.1230 1.6310  -0.518
6 C -0.1898 1.8507 -2.3871  0.659
7 C 0.7723 -1.4742 1.3793  0.488
8 C -1.3276 -2.2148 0.6252  -0.745
9 C -0.6580 2.9792 -1.4020  -0.898
10 H -1.5481 -1.1940 0.4124  0.284
11 H -0.0514 0.3413 0.8460  0.194
12 H -0.1789 -0.0488 2.4666  0.238
13 H 2.6865 -0.8667 2.0109  0.228
14 H 0.1598 3.3855 -0.8189  0.302
15 H -1.3878 2.5762 -0.7070  0.239
16 H -1.9990 -2.4539 1.4792  0.264
17 H -1.2240 3.5637 -2.1070  0.343
18 H 1.1485 0.3827 -2.2547  0.338
19 H 2.5917 -2.3780 1.3272  0.241
20 H -1.4335 -2.9664 -0.1775  0.265